Entry 1:
The following is a DFT calculation (ωB97M-V/def2-TZVPD) of a molecular structure, C29H20AuCl5NPS in a non-equilibrium geometry.

orbital gap = 4.0 eV
net charge = +2
total energy = -4347.4390 Ha

Element x y z (Å)
Au  0.0588  -0.0002  0.1181
Cl  -0.4694  -1.7264  -2.2788
C  -1.7047  -1.9864  -1.1198
C  -1.6206  -1.2891  0.0747
C  -2.6127  -1.4966  1.0226
Cl  -2.6008  -0.6465  2.4980
C  -3.6510  -2.4263  0.7856
Cl  -4.8314  -2.7251  1.9754
C  -3.7143  -3.1129  -0.4353
Cl  -4.9923  -4.1940  -0.7621
C  -2.7254  -2.9009  -1.4048
Cl  -2.7482  -3.7532  -2.8803
S  1.0986  -0.0417  2.4699
C  2.2611  1.1924  2.7326
N  1.9189  2.5023  2.7340
C  2.7828  3.4792  3.0727
C  4.0697  3.1751  3.4326
C  4.4756  1.8332  3.4322
C  3.5775  0.8532  3.0768
H  0.9498  2.7400  2.5379
H  2.4093  4.4914  3.0637
H  4.7532  3.9531  3.7261
H  5.4841  1.5708  3.7140
H  3.8467  -0.1919  3.0733
C  5.4066  3.8003  -1.3599
C  4.2679  4.2687  -1.9984
C  3.0565  3.6218  -1.8390
C  2.9932  2.4705  -1.0533
C  4.1303  2.0072  -0.3954
C  5.3301  2.6832  -0.5395
P  1.5154  1.4082  -1.1969
C  0.1747  2.4850  -1.7304
C  -0.7028  2.1347  -2.7554
C  -1.7643  2.9694  -3.0503
C  -1.9962  4.1052  -2.2869
C  -1.1504  4.4298  -1.2323
C  -0.0723  3.6193  -0.9466
C  2.0633  0.2708  -2.4937
C  1.9680  0.5705  -3.8494
C  2.4220  -0.3542  -4.7729
C  3.0079  -1.5402  -4.3601
C  3.1487  -1.8108  -3.0072
C  2.6557  -0.9203  -2.0736
H  6.3538  4.2917  -1.5193
H  4.3227  5.1281  -2.6496
H  2.1770  3.9802  -2.3529
H  4.0883  1.1010  0.1945
H  6.2145  2.3215  -0.0378
H  -0.5416  1.2335  -3.3274
H  -2.4202  2.7336  -3.8730
H  -2.8476  4.7324  -2.4996
H  -1.3354  5.3139  -0.6417
H  0.6034  3.8643  -0.1350
H  1.5550  1.5125  -4.1791
H  2.3196  -0.1407  -5.8251
H  3.3584  -2.2515  -5.0926
H  3.6309  -2.7190  -2.6837
H  2.7148  -1.1471  -1.0168



Entry 2:
The following is a DFT calculation (ωB97M-V/def2-TZVPD) of a molecular structure, C29H21BN4O8Pt in a non-equilibrium geometry.

orbital gap (alpha / beta) = 5.4 / 5.2 eV
multiplicity = 5
net charge = +2
<S²> = 6.058
total energy = -2082.2980 Ha
ΔE to the lowest compared entry with this formula, charge and spin = 0.00 kcal/mol

Element x y z (Å)
Pt  0.2412  0.1810  -0.2248
O  -2.3549  3.5482  -0.8791
C  -1.5889  2.5276  -0.5833
O  -0.6965  2.1210  -1.3040
C  -1.9197  1.8966  0.7339
C  -2.7678  2.4965  1.6464
C  -2.9769  1.8775  2.8677
C  -2.3705  0.6560  3.1074
C  -1.5645  0.0938  2.1329
N  -1.3244  0.7259  0.9800
C  -0.8692  -1.2427  2.2657
O  -1.2049  -2.0480  3.2489
O  -0.0354  -1.5897  1.4629
H  -2.1278  3.9100  -1.7527
H  -3.2327  3.4397  1.3983
H  -3.5890  2.3455  3.6267
H  -2.5218  0.1743  4.0641
H  -1.9200  -1.7369  3.8193
C  4.6509  6.5849  -5.0931
O  4.6844  6.2462  -3.7033
C  5.2144  5.0842  -3.3344
C  5.3503  4.8862  -1.9436
C  5.8948  3.7348  -1.4552
C  6.2749  2.6963  -2.3467
C  6.1722  2.9145  -3.7361
C  5.6462  4.0870  -4.2213
N  6.7897  1.5345  -1.8926
N  6.6807  0.9033  -0.7823
C  5.4906  0.4858  -0.2813
C  5.3293  0.4256  1.1182
C  4.0772  0.3884  1.6704
C  2.9048  0.4362  0.8616
O  1.7552  0.7367  1.3289
C  3.0769  0.1650  -0.5476
N  1.9617  -0.0811  -1.2922
C  2.0916  -0.3200  -2.5950
C  3.3322  -0.4048  -3.2154
C  4.4732  -0.1806  -2.4777
C  4.3560  0.1540  -1.1230
H  4.1892  7.5637  -5.1497
H  4.0598  5.8657  -5.6609
H  5.6618  6.6352  -5.4984
H  5.0226  5.6762  -1.2806
H  6.0436  3.5970  -0.3915
H  6.5174  2.1475  -4.4174
H  5.5851  4.2338  -5.2897
H  6.2100  0.5007  1.7415
H  3.9493  0.3935  2.7450
H  1.1869  -0.4966  -3.1550
H  3.3837  -0.6630  -4.2627
H  5.4511  -0.3009  -2.9248
O  -2.2273  -1.0658  -1.5826
B  -0.8703  -1.0429  -1.4002
O  -0.2403  -2.0934  -2.0312
C  -1.2671  -2.8183  -2.6331
C  -1.1904  -3.9721  -3.3751
C  -2.3973  -4.4801  -3.8474
C  -3.6062  -3.8419  -3.5918
C  -3.6669  -2.6690  -2.8451
C  -2.4697  -2.1906  -2.3705
H  -0.2466  -4.4643  -3.5652
H  -2.3966  -5.3950  -4.4237
H  -4.5222  -4.2689  -3.9761
H  -4.6006  -2.1639  -2.6383



Entry 3:
The following is a DFT calculation (ωB97M-V/def2-TZVPD) of a molecular structure, C29H21Cl4N2O4PtTe in a non-equilibrium geometry.

orbital gap (alpha / beta) = 4.2 / 4.2 eV
net charge = -1
total energy = -3756.3423 Ha
ΔE to the lowest compared entry with this formula, charge and spin = 37.64 kcal/mol

Element x y z (Å)
Pt  -1.1047  -0.7608  -0.3762
O  -1.4479  -2.5819  0.3135
C  -1.4243  -2.8447  1.5915
C  -1.6797  -4.1936  1.9450
C  -1.6724  -4.6206  3.2460
C  -1.4123  -3.7231  4.2931
C  -1.1709  -2.4115  3.9806
C  -1.1641  -1.9309  2.6529
C  -0.9431  -0.5171  2.5013
N  -0.8873  0.1017  1.3773
N  -0.7333  1.4721  1.3505
C  -0.7123  1.8900  0.1181
O  -0.7864  1.1342  -0.9302
C  -0.5484  3.3441  -0.1329
C  -0.2940  3.7878  -1.4264
C  -0.1373  5.1426  -1.6787
C  -0.2402  6.0606  -0.6438
C  -0.5005  5.6197  0.6477
C  -0.6542  4.2671  0.9043
H  -1.8784  -4.8746  1.1278
H  -1.8703  -5.6633  3.4645
H  -1.4085  -4.0566  5.3221
H  -0.9756  -1.6973  4.7733
H  -0.8454  0.0941  3.3946
H  -0.2275  3.0614  -2.2249
H  0.0605  5.4817  -2.6878
H  -0.1234  7.1188  -0.8430
H  -0.5886  6.3341  1.4568
H  -0.8598  3.9080  1.9029
Cl  -4.2094  -0.5014  -6.5115
C  -4.0272  -0.2721  -4.8101
C  -4.9301  0.5682  -4.1096
Cl  -6.1865  1.3726  -4.9807
C  -4.8045  0.7432  -2.7578
Cl  -5.8825  1.7694  -1.8881
C  -3.7604  0.1090  -1.9853
O  -3.6434  0.2932  -0.7642
C  -2.8537  -0.7579  -2.7320
O  -1.9628  -1.4603  -2.1239
C  -3.0152  -0.9070  -4.1246
Cl  -1.9022  -1.9427  -4.9450
C  5.7590  -0.1789  2.0355
C  4.5974  -0.5329  1.1456
C  3.9586  -1.7575  1.2483
C  2.8824  -2.0985  0.4301
C  2.2214  -3.4345  0.6508
C  2.4436  -1.1879  -0.5429
Te  0.9160  -1.7407  -1.9089
C  3.0643  0.0721  -0.6403
C  2.6301  1.1130  -1.6387
C  4.1274  0.3725  0.2030
H  5.9584  -0.9724  2.7561
H  5.5626  0.7408  2.5903
H  6.6680  -0.0187  1.4511
H  4.2907  -2.4676  1.9999
H  2.4331  -3.7974  1.6581
H  2.5866  -4.1784  -0.0619
H  1.1425  -3.3730  0.5163
H  1.5466  1.1663  -1.7161
H  3.0091  0.8736  -2.6354
H  3.0127  2.0949  -1.3528
H  4.5976  1.3486  0.1244



Q: The lowest total energy belongs to which entry?
A: C29H20AuCl5NPS



Q: The lowest total energy belongs to which entry?
A: C29H20AuCl5NPS